69
Properties=species:S:1:pos:R:3:lowdin_spin:R:1 method="wB97M-V/def2-TZVPD" homo_ev="-17.144 / -17.143" total_charge=+3 s_squared=6.0243 fmax_ha_per_bohr=0.01593 multiplicity=5 orbital_gap_ev="8.936 / 4.955" e_lumo_ev="-8.21 / -12.19" mol_weight_g_mol=695.1
Os -0.35 -0.44 0.23 2.38
C 2.71 -2.74 1.73 0.00
C 2.44 -1.40 2.31 0.08
C 3.14 -0.76 3.38 0.49
C 2.52 0.56 3.56 0.12
C 2.88 1.60 4.54 0.01
N 1.56 0.61 2.69 0.08
N 1.49 -0.59 1.92 0.28
B 0.69 1.85 2.25 0.00
N 0.99 2.16 0.78 0.01
N 0.70 1.25 -0.22 0.06
C 0.93 1.87 -1.40 0.03
C 0.62 1.24 -2.72 0.01
C 1.40 3.14 -1.16 0.02
C 1.43 3.30 0.22 0.04
C 1.83 4.51 1.01 0.01
N -0.81 1.51 2.38 0.01
N -1.46 0.83 1.36 0.05
C -2.79 1.06 1.50 0.02
C -3.82 0.63 0.51 0.01
C -2.98 1.84 2.62 0.02
C -1.73 2.12 3.14 0.04
C -1.38 2.95 4.33 0.01
H 3.50 -3.24 2.30 0.00
H 3.05 -2.65 0.70 0.00
H 1.83 -3.38 1.75 0.00
H 3.97 -1.16 3.95 0.02
H 3.77 1.32 5.10 0.00
H 2.06 1.75 5.25 0.01
H 3.06 2.56 4.05 0.00
H 0.97 2.77 2.95 0.00
H 0.09 0.30 -2.62 0.01
H 1.54 1.07 -3.29 0.00
H 0.01 1.92 -3.31 0.00
H 1.68 3.88 -1.89 0.00
H 2.10 5.31 0.33 0.00
H 2.70 4.30 1.64 0.00
H 1.02 4.85 1.65 0.00
H -3.38 0.46 -0.47 0.00
H -4.56 1.42 0.40 0.00
H -4.35 -0.26 0.83 0.00
H -3.92 2.22 2.99 0.00
H -2.28 3.17 4.91 0.00
H -0.94 3.91 4.03 0.00
H -0.67 2.45 4.98 0.00
N -1.99 -2.07 2.63 0.02
C -2.50 -2.35 1.41 0.02
C -3.64 -3.17 1.29 0.00
C -4.17 -3.43 0.06 0.01
C -3.57 -2.88 -1.09 0.00
C -2.46 -2.12 -0.93 0.02
N -1.92 -1.83 0.30 0.03
H -2.39 -2.49 3.45 0.00
H -1.11 -1.60 2.73 0.00
H -4.08 -3.59 2.19 0.00
H -5.05 -4.05 -0.03 0.00
H -3.96 -3.07 -2.08 0.00
H -1.95 -1.69 -1.78 0.01
Cl 3.84 -1.51 -3.39 0.00
C 2.58 -2.20 -2.47 0.00
C 2.26 -3.54 -2.56 0.01
C 1.24 -4.03 -1.77 0.00
C 0.54 -3.17 -0.94 0.01
N 0.83 -1.85 -0.88 0.02
C 1.86 -1.39 -1.62 0.02
H 2.81 -4.19 -3.23 0.00
H 0.97 -5.08 -1.78 0.00
H -0.25 -3.54 -0.31 0.00
H 2.13 -0.35 -1.50 0.00

---

38
Properties=species:S:1:pos:R:3:lowdin_charge:R:1 method="wB97M-V/def2-TZVPD" homo_ev=-9.508 fmax_ha_per_bohr=0.01451 smiles="CCCCCNC(=O)N[C@H](C(=O)O)C(C)C" orbital_gap_ev=9.894 e_lumo_ev=0.39 relative_energy_kj_mol=10.7 mol_weight_g_mol=230.3
C -0.16 0.45 4.28 -0.10
C 1.36 0.56 4.18 -0.27
C 1.83 1.76 3.37 -0.22
C 1.29 1.82 1.94 -0.20
H 0.20 1.89 1.96 0.11
C 1.68 0.60 1.10 -0.19
N 1.20 0.70 -0.26 0.07
C -0.02 0.20 -0.60 -0.52
O -0.64 -0.55 0.16 0.04
N -0.47 0.59 -1.82 0.13
H 0.17 1.16 -2.35 0.14
C -1.50 -0.02 -2.66 -0.18
C -1.08 -1.38 -3.29 -0.36
C 0.28 -1.25 -3.98 -0.07
H 0.50 -2.16 -4.53 0.08
H 0.28 -0.42 -4.68 0.08
H 1.07 -1.10 -3.24 0.07
C -1.07 -2.53 -2.29 -0.05
H -0.77 -3.45 -2.80 0.08
H -0.36 -2.35 -1.48 0.07
H -2.05 -2.68 -1.86 0.08
H -1.84 -1.59 -4.05 0.14
H -1.63 0.68 -3.49 0.16
C -2.91 -0.16 -2.05 -0.52
O -3.86 0.00 -2.77 0.11
O -3.02 -0.50 -0.79 0.12
H -2.13 -0.62 -0.33 0.07
H 1.59 1.44 -0.82 0.14
H 2.77 0.49 1.08 0.13
H 1.24 -0.30 1.52 0.11
H 1.68 2.72 1.46 0.11
H 2.93 1.75 3.33 0.11
H 1.53 2.68 3.88 0.11
H 1.77 0.66 5.19 0.10
H 1.76 -0.36 3.76 0.10
H -0.43 -0.33 4.98 0.07
H -0.60 0.21 3.32 0.06
H -0.58 1.39 4.63 0.08

---

17
Properties=species:S:1:pos:R:3:lowdin_charge:R:1 method="wB97M-V/def2-TZVPD" homo_ev="2.089 / 2.091" total_charge=-2 fmax_ha_per_bohr=0.08022 orbital_gap_ev="3.826 / 3.824" e_lumo_ev="5.91 / 5.91" relative_energy_kj_mol=377.2 mol_weight_g_mol=170.1
C 0.28 -1.06 -1.08 -0.33
C -3.29 0.06 0.43 -0.13
C 0.13 -0.19 0.21 -0.47
O 2.94 0.28 0.51 -0.47
O 1.36 1.86 -0.99 -0.29
O 1.28 1.84 1.73 -0.45
O 1.45 -1.83 -1.15 -0.12
O -4.44 0.21 0.94 -0.17
O -0.11 -0.95 1.38 -0.18
P 1.53 0.94 0.53 0.35
H -0.58 -1.74 -1.24 0.08
H 0.43 -0.21 -1.85 0.09
H -3.22 -0.11 -0.71 0.07
H -2.25 0.24 0.90 0.05
H 2.06 -1.28 -0.78 -0.03
H 2.17 2.33 -0.88 -0.03
H 0.26 -0.40 2.07 0.03

---

25
Properties=species:S:1:pos:R:3:lowdin_charge:R:1 method="wB97M-V/def2-TZVPD" homo_ev=-8.681 fmax_ha_per_bohr=0.11137 smiles=CNC(C)C.O.O.O orbital_gap_ev=9.486 e_lumo_ev=0.80 relative_energy_kj_mol=258.4 mol_weight_g_mol=127.2
C 0.82 -0.30 -1.69 -0.13
N -0.58 -0.34 -1.33 -0.15
C -1.49 1.97 -1.67 -0.04
C -1.27 0.81 -0.65 -0.41
C -0.58 1.11 0.73 -0.08
H 1.01 0.64 -2.02 0.04
H 1.17 -1.10 -2.24 0.06
H 1.64 -0.45 -0.99 0.08
H -1.16 -0.73 -2.14 0.15
H -2.33 2.48 -1.42 0.03
H -1.64 1.54 -2.62 0.06
H -0.58 2.52 -1.61 0.07
H -2.27 0.26 -0.42 0.15
H -1.16 1.89 1.31 0.09
H 0.59 1.36 0.66 0.10
H -0.29 0.41 1.53 0.04
H -0.14 -2.06 3.27 0.04
H 0.42 -2.04 2.00 -0.01
O 0.70 -1.83 2.90 -0.05
H -0.65 -1.75 0.19 -0.04
H 0.20 -2.50 -0.57 -0.02
O -0.18 -2.51 0.25 0.02
H 3.18 0.70 2.39 0.01
H 2.07 -0.39 2.31 0.00
O 2.53 0.32 1.83 -0.05

---

24
Properties=species:S:1:pos:R:3:lowdin_charge:R:1 method="wB97M-V/def2-TZVPD" homo_ev=-7.931 fmax_ha_per_bohr=0.10311 orbital_gap_ev=8.954 e_lumo_ev=1.02 relative_energy_kj_mol=270.7 mol_weight_g_mol=150.1
C 0.73 -1.33 1.60 -0.13
C 2.18 2.79 0.30 -0.36
C -1.60 0.17 -1.77 -0.33
C -1.29 -2.59 -1.31 -0.31
C 0.07 1.29 0.79 -0.38
C -0.35 -0.58 0.70 -0.49
P 1.30 1.41 -0.56 0.78
P -0.32 -0.99 -1.09 0.78
H 1.60 -0.79 1.43 0.00
H 0.60 -1.14 2.74 0.11
H 0.64 -2.29 1.35 0.01
H 2.32 2.36 1.26 0.00
H 1.50 3.70 0.40 0.06
H 3.10 3.02 -0.16 0.00
H -1.86 1.05 -1.06 0.05
H -2.58 -0.35 -2.13 0.07
H -1.04 0.57 -2.55 -0.04
H -2.25 -2.58 -0.79 0.03
H -0.72 -3.32 -0.84 -0.02
H -1.49 -2.87 -2.36 0.05
H -0.95 1.84 0.62 0.07
H 0.37 1.53 1.78 0.03
H -1.31 -0.83 1.20 0.08
H 2.10 0.43 0.07 -0.06

---

11
Properties=species:S:1:pos:R:3:lowdin_charge:R:1 method="wB97M-V/def2-TZVPD" homo_ev=-8.700 fmax_ha_per_bohr=0.12421 smiles="O=c1[nH]c(O)nn1O" orbital_gap_ev=9.164 e_lumo_ev=0.46 relative_energy_kj_mol=193.4 mol_weight_g_mol=117.1
C 1.13 -0.13 0.02 -0.53
C -0.85 0.83 0.03 -0.44
H 2.58 -0.90 -0.20 0.07
H -2.46 -1.63 0.56 0.11
H 0.99 2.00 0.24 0.25
N 0.34 -1.17 -0.23 0.15
N -0.86 -0.62 0.19 -0.11
N 0.51 1.01 0.05 0.18
O 2.39 -0.03 -0.18 0.21
O -2.19 -1.11 -0.23 0.01
O -1.59 1.75 -0.26 0.09

---

14
Properties=species:S:1:pos:R:3:lowdin_charge:R:1 method="wB97M-V/def2-TZVPD" homo_ev=-3.171 total_charge=-1 fmax_ha_per_bohr=0.15325 orbital_gap_ev=3.537 e_lumo_ev=0.37 relative_energy_kj_mol=121.7 mol_weight_g_mol=356.9
Rb -0.02 -0.09 4.17 0.95
Rb 2.93 -1.38 0.49 0.93
N 1.66 2.49 1.35 -0.66
O 2.32 3.60 1.38 -0.10
O 1.22 2.09 0.27 -0.03
O 1.83 1.69 2.19 -0.14
N -0.81 -1.11 0.74 -0.56
O -0.68 0.03 1.32 -0.20
O 0.05 -1.69 -0.07 -0.19
O -1.76 -1.79 1.10 -0.04
N -1.65 -0.92 -3.31 -0.63
O -0.74 -0.60 -2.56 -0.08
O -2.76 -0.29 -3.18 -0.13
O -1.59 -2.04 -3.88 -0.12

---

14
Properties=species:S:1:pos:R:3:lowdin_charge:R:1 method="wB97M-V/def2-TZVPD" homo_ev="-9.446 / -9.446" fmax_ha_per_bohr=0.08432 orbital_gap_ev="9.359 / 9.358" e_lumo_ev="-0.09 / -0.09" relative_energy_kj_mol=586.9 mol_weight_g_mol=84.1
C -0.74 1.83 0.07 -0.03
C -0.43 0.47 -0.39 -0.50
N 0.83 0.03 0.00 -0.11
C 1.11 -1.35 -0.30 -0.26
C -0.01 -2.30 -0.12 -0.22
N -0.94 -2.98 0.01 0.14
H -1.63 2.44 -0.09 0.07
H 0.07 2.51 0.33 0.05
H -0.56 1.27 1.73 0.14
H -1.30 -0.21 -0.36 0.12
H -0.37 0.93 -1.43 0.16
H 0.57 0.50 1.54 0.20
H 1.93 -1.66 0.36 0.12
H 1.46 -1.47 -1.34 0.12

---

9
Properties=species:S:1:pos:R:3:lowdin_charge:R:1 method="wB97M-V/def2-TZVPD" homo_ev=-8.500 fmax_ha_per_bohr=0.09530 orbital_gap_ev=8.656 e_lumo_ev=0.16 relative_energy_kj_mol=421.0 mol_weight_g_mol=51.9
B 0.25 0.54 -1.31 0.01
C -0.41 -0.07 1.26 -0.07
C -0.10 -1.17 0.73 -0.04
C 0.67 0.09 0.12 -0.28
H 0.58 0.77 -2.36 -0.05
H -1.67 1.00 -1.46 0.05
H -0.85 0.63 2.12 0.16
H -0.25 -2.22 0.53 0.10
H 1.78 0.43 0.38 0.12

---

12
Properties=species:S:1:pos:R:3:lowdin_spin:R:1 method="wB97M-V/def2-TZVPD" homo_ev="-11.990 / -15.215" total_charge=+1 s_squared=2.0441 fmax_ha_per_bohr=0.09000 multiplicity=3 orbital_gap_ev="6.517 / 7.559" e_lumo_ev="-5.47 / -7.66" relative_energy_kj_mol=454.9 mol_weight_g_mol=80.1
C -1.31 -0.45 -0.91 0.61
C -0.46 -0.40 0.09 0.31
C 1.30 -1.11 1.74 0.37
C -1.49 0.44 -1.82 0.37
C 0.41 0.85 0.23 0.12
N 0.57 -0.47 0.91 0.07
H 2.16 -0.70 1.96 0.03
H 1.06 -1.99 2.22 0.02
H -0.79 0.60 -2.60 0.03
H -2.49 0.59 -2.16 0.04
H 0.99 1.03 -0.63 0.01
H 0.06 1.61 0.99 0.02